1.
The following is a quantum chemistry calculation of a cluster of 2 separate species, C4H15N2S in total in a non-equilibrium geometry, from the OMol25 dataset.

Calculated values
Total charge   +1
HOMO energy   -12.86 eV

Geometry as XYZ:
```
22
Properties=species:S:1:pos:R:3:forces:R:3:mulliken_charge:R:1
C -1.4093 1.5636 -0.7395 -0.7 0.8 0.7 -0.96
C -0.3365 1.5471 -1.7782 1.0 0.3 -0.4 -0.38
N 0.0117 0.1473 -2.2538 -0.5 0.5 1.2 -0.12
H -1.4459 2.5704 -0.2057 0.0 -1.3 -0.9 0.30
H -2.3619 1.3737 -1.2473 -0.1 0.1 0.4 0.37
H -1.2655 0.8232 0.0497 0.1 0.0 0.0 0.25
H -0.6369 2.0776 -2.6846 0.1 0.1 0.2 0.36
H 0.6003 1.9760 -1.4084 -0.1 -0.1 -0.2 0.31
H 0.4040 -0.4490 -1.4908 0.8 0.1 -0.3 -0.02
H 0.5882 0.1745 -3.0769 0.7 -0.1 -0.2 0.36
H -0.8203 -0.3366 -2.5007 -1.2 -0.5 -0.5 0.35
C -0.0081 -1.3761 1.7135 0.1 -0.6 0.7 -0.60
C 1.3230 -0.8348 1.1853 0.3 0.5 0.5 -0.57
S 1.8860 -1.7480 -0.3431 0.5 1.2 0.5 -0.29
N -0.6809 -0.5092 2.7458 -0.5 -1.1 -0.6 -0.60
H -0.7250 -1.4990 0.8832 0.2 0.1 0.3 0.32
H 0.2351 -2.3968 2.0814 -0.4 0.4 -0.1 0.40
H 1.2396 0.2411 0.9971 0.0 -0.2 -0.2 0.37
H 2.1050 -0.9420 1.9552 -0.3 -0.1 -0.4 0.40
H 3.0170 -0.9565 -0.5687 -1.1 -0.8 0.2 0.22
H -1.5244 -1.0325 3.0545 0.5 0.6 -0.6 0.25
H -0.1950 -0.4139 3.6320 0.7 -0.1 -0.3 0.25
```
Positions in Å, forces in eV/Å.

2.
The following is a quantum chemistry calculation of an isolated molecule of C13H21NO3S in a non-equilibrium geometry, from the OMol25 dataset.

Calculated values
SMILES   CC(C)C[C@H](CCc1ccccc1)OS(N)(=O)=O
Total charge   0
HOMO energy   -9.37 eV

Geometry as XYZ:
```
39
Properties=species:S:1:pos:R:3:forces:R:3:mulliken_charge:R:1
C 1.6455 4.0166 -0.8815 -0.2 -0.1 0.2 -1.71
C 1.3857 2.8864 0.1147 0.2 0.0 -0.2 1.05
C 2.4475 2.9001 1.2118 -0.3 0.0 0.0 -1.53
C 1.3638 1.5337 -0.6146 -0.2 -0.1 0.5 -1.53
C 0.4723 0.4676 0.0341 -0.3 0.1 -1.4 0.37
C -1.0274 0.7535 -0.1267 0.1 0.1 0.0 -0.77
C -1.6274 0.0259 -1.3395 0.1 0.1 0.2 -1.28
C -1.6038 -1.4622 -1.1330 0.0 0.0 -0.2 0.75
C -0.6354 -2.2593 -1.7278 -0.1 0.0 0.0 -0.22
C -0.5810 -3.6176 -1.4693 0.0 -0.1 0.0 -0.70
C -1.5006 -4.1999 -0.6159 0.1 -0.1 0.0 -0.41
C -2.4829 -3.4183 -0.0306 -0.1 0.0 0.1 -0.52
C -2.5325 -2.0590 -0.2878 0.0 0.0 -0.1 -0.54
O 0.8045 0.3380 1.4168 0.4 -0.2 0.7 -0.27
S 0.7630 -1.1170 2.0093 -0.5 -0.7 0.6 1.12
N -0.8629 -1.3354 2.3124 0.7 0.1 -0.1 -0.44
O 1.1606 -2.0636 1.0172 -0.1 0.1 -0.2 -0.57
O 1.4395 -1.0679 3.2587 0.0 0.4 0.1 -0.65
H 1.6872 4.9734 -0.3667 0.0 0.1 0.0 0.42
H 0.8579 4.0662 -1.6306 -0.1 0.0 -0.1 0.41
H 2.5945 3.8611 -1.3901 0.1 0.0 -0.1 0.35
H 0.4113 3.0523 0.5835 0.0 0.0 0.0 0.22
H 3.4400 2.7911 0.7786 0.1 0.0 0.0 0.36
H 2.2785 2.0845 1.9083 0.1 0.0 0.1 0.30
H 2.4145 3.8402 1.7585 0.0 0.1 0.1 0.42
H 2.3832 1.1499 -0.6757 0.1 0.0 -0.1 0.44
H 0.9952 1.6695 -1.6338 0.0 -0.1 -0.1 0.28
H 0.6989 -0.5051 -0.4176 0.0 0.3 -0.1 0.61
H -1.5315 0.4188 0.7805 -0.1 0.1 -0.1 0.61
H -1.1925 1.8268 -0.2312 0.0 0.0 0.1 0.27
H -1.0660 0.2900 -2.2376 -0.1 0.0 -0.1 0.34
H -2.6582 0.3626 -1.4704 0.0 0.0 -0.1 0.47
H 0.0826 -1.8154 -2.4026 0.1 0.1 -0.1 0.38
H 0.1841 -4.2216 -1.9324 0.1 -0.1 0.0 0.39
H -1.4568 -5.2590 -0.4104 0.0 -0.1 0.0 0.40
H -3.2137 -3.8689 0.6265 -0.1 0.0 0.0 0.38
H -3.3016 -1.4523 0.1695 -0.1 0.1 0.1 0.37
H -1.2276 -2.0907 1.7510 -0.1 -0.2 -0.2 0.11
H -1.0083 -1.4952 3.2944 0.0 0.0 0.3 0.32
```
Positions in Å, forces in eV/Å.

The records above yield LUMO values of -0.118, 0.026 Ha, respectively.
The records above yield HOMO-LUMO gap values of 9.6, 10.1 eV, respectively.
The records above yield total energy values of -668.8420, -1186.6301 hartree, respectively.